Record 1
{"formula": "C20H22AlBCaCl5F11NNaO6S", "method": "ωB97M-V with the def2-TZVPD basis set", "total_charge": 2, "spin_multiplicity": 1, "e_lumo_ev": -10.523, "e_tot_ha": -6185.32402, "elements": ["O", "S", "O", "F", "N", "C", "C", "C", "C", "C", "C", "C", "C", "C", "C", "F", "F", "C", "F", "F", "F", "H", "H", "H", "H", "H", "H", "H", "H", "H", "H", "H", "B", "F", "F", "F", "F", "Ca", "Cl", "F", "Na", "C", "O", "H", "H", "H", "H", "Al", "C", "O", "H", "H", "H", "C", "Cl", "Cl", "Cl", "Cl", "C", "C", "C", "O", "C", "C", "C", "O", "H", "H", "H", "H"], "coordinates": [[-2.87534, -2.34595, -1.80334], [-2.09885, -1.67307, -2.90125], [-2.74206, -1.82944, -4.15539], [-2.13342, -0.02922, -2.52626], [-0.42152, -2.07942, -2.91001], [0.23826, -1.63978, -4.14489], [1.65245, -1.03189, -3.81782], [1.51497, 0.32437, -3.00462], [1.96824, 0.32087, -1.50100], [2.91966, -0.59877, -0.84396], [3.25382, -0.51344, 0.65639], [2.58950, 0.51476, 1.47879], [1.65432, 1.43490, 0.77224], [1.33847, 1.35420, -0.65237], [-0.14851, -3.48756, -2.59114], [-1.09585, -4.30417, -2.98988], [1.03351, -3.96385, -3.15487], [0.12505, -3.56903, -0.99072], [-0.51363, -4.56739, -0.40060], [1.49883, -3.74318, -0.80795], [-0.14580, -2.32260, -0.36223], [-0.36400, -0.79626, -4.58170], [0.30794, -2.43878, -4.92437], [2.20922, -0.85325, -4.80615], [2.21478, -1.84453, -3.28000], [1.96500, 1.18661, -3.56357], [0.40988, 0.54250, -2.95742], [3.42695, -1.41967, -1.47080], [4.00247, -1.25704, 1.11032], [2.78662, 0.60989, 2.58887], [1.15568, 2.24490, 1.36355], [0.60970, 2.10219, -1.03740], [-2.69557, 1.82629, 0.16005], [-2.75433, 2.55035, 1.36190], [-3.61633, 0.73901, 0.19418], [-2.97916, 2.67057, -0.93250], [-1.38212, 1.27972, -0.00302], [4.18650, -2.87004, -0.84862], [1.19113, 0.12646, 3.19889], [-1.70941, -4.17976, -5.06886], [-1.85559, -1.46256, -0.29514], [0.34171, 5.44564, 0.79652], [0.06473, 4.32832, -0.05072], [1.25756, 5.24615, 1.35345], [0.47693, 6.34465, 0.18977], [-0.48280, 5.58651, 1.49412], [-0.74835, 4.52852, -0.53042], [3.70533, -1.54715, -5.88487], [1.81504, -4.75338, 2.16770], [3.10806, -4.64444, 2.46890], [1.38316, -3.96647, 1.52566], [1.49915, -5.67342, 1.63089], [1.10543, -4.75207, 3.02481], [3.88173, -7.70893, 0.35026], [5.30839, -8.74437, 0.33295], [4.24541, -6.19904, -0.57193], [2.53050, -8.54368, -0.41962], [3.46224, -7.29532, 2.01186], [-3.12978, 6.66518, 3.74071], [-4.21699, 7.00514, 4.42973], [-5.14584, 5.97697, 4.95514], [-6.13693, 6.28516, 5.58084], [-4.81652, 4.55816, 4.68514], [-3.72874, 4.21964, 3.99592], [-2.80213, 5.24683, 3.47214], [-1.80785, 4.93590, 2.84430], [-2.44035, 7.40241, 3.34860], [-4.47178, 8.03698, 4.63630], [-5.50559, 3.82066, 5.07656], [-3.47316, 3.18851, 3.78793]]}


Record 2
{"formula": "C20H22As2N2O13S2Sr", "method": "ωB97M-V with the def2-TZVPD basis set", "total_charge": -2, "spin_multiplicity": 1, "e_lumo_ev": 3.962, "e_tot_ha": -7161.82058, "elements": ["Sr", "C", "C", "C", "C", "C", "C", "C", "H", "H", "H", "H", "H", "H", "H", "H", "O", "As", "O", "O", "C", "C", "C", "C", "C", "C", "S", "O", "O", "O", "H", "H", "H", "H", "H", "O", "As", "O", "O", "C", "C", "C", "C", "C", "C", "S", "O", "O", "O", "H", "H", "H", "H", "H", "N", "C", "N", "O", "H", "H", "H", "H"], "coordinates": [[-0.92496, 1.32811, 0.41241], [2.64917, -3.60611, -1.74107], [3.50561, -2.42864, -1.28832], [3.01490, -1.36503, -0.57621], [3.89573, -0.33926, -0.18850], [5.22596, -0.34995, -0.61651], [5.76471, -1.50783, -1.26469], [4.89890, -2.57923, -1.51650], [3.11095, -4.12615, -2.57713], [1.60579, -3.29952, -1.97910], [2.58339, -4.38094, -0.93742], [1.94512, -1.34066, -0.37882], [3.52689, 0.47844, 0.44305], [5.78819, 0.57210, -0.52392], [6.80315, -1.57223, -1.62427], [5.34208, -3.43780, -2.00367], [-2.67410, -2.00335, 0.62617], [-1.01305, -2.31182, 0.02918], [-0.41091, -3.65644, -0.82762], [-0.35941, -0.78594, -0.34134], [-0.73216, -3.20008, 1.88676], [-1.35294, -4.47507, 1.94051], [-1.35176, -5.10045, 3.17196], [-0.99688, -4.51355, 4.33082], [-0.24617, -3.34908, 4.29128], [-0.18007, -2.66216, 3.01385], [0.38521, -1.00121, 2.79395], [0.91933, -0.51351, 4.03144], [1.38539, -1.08586, 1.71197], [-0.79409, -0.14425, 2.34985], [-3.00141, -1.20622, 0.11322], [-1.58919, -4.98228, 1.01516], [-1.67398, -6.10876, 3.14978], [-1.38343, -4.90833, 5.33592], [0.32004, -2.91725, 5.14987], [-2.61574, 0.15889, -3.69014], [-3.59653, 0.72824, -2.32208], [-5.11842, 0.25848, -2.90507], [-3.20295, 0.66272, -0.65993], [-3.89918, 2.69096, -2.65239], [-5.13624, 3.24226, -2.92530], [-5.19954, 4.65125, -3.07104], [-4.06833, 5.43464, -3.14802], [-2.79300, 4.85420, -3.00324], [-2.73115, 3.53711, -2.56528], [-0.92928, 3.32618, -2.03047], [-0.08877, 3.99950, -2.96238], [-1.22060, 3.79371, -0.65165], [-0.75720, 1.80237, -1.98369], [-1.75281, 0.61867, -3.63654], [-6.00676, 2.64501, -2.95946], [-6.22714, 5.02215, -3.09270], [-4.17928, 6.47542, -3.20890], [-1.91651, 5.40208, -3.22599], [2.38798, 1.92653, 3.47357], [2.00111, 2.73714, 2.47606], [2.35801, 4.10364, 2.62816], [1.37986, 2.33720, 1.46697], [2.86436, 2.26683, 4.29430], [1.91886, 1.00470, 3.46969], [2.52621, 4.48515, 3.57471], [2.01700, 4.71529, 1.89876]]}


| no. | Kohn-Sham gap (eV) |
| --- | --- |
| 1 | 1.7 |
| 2 | 7.5 |